Formula: C12H24O6S3
Source: the OMol25 dataset
Level of theory: ωB97M-V with the def2-TZVPD basis set

The SMILES is O=S1(=O)CCCC1.O=S1(=O)CCCC1.O=S1(=O)CCCC1. The total energy is -57621.9777 eV. The value obtained for the relative energy (zero: lowest compared OMol25 entry of this formula, charge and spin) is 0.0 kcal/mol. The value obtained for the HOMO energy is -9.7 eV.

```
45
Properties=species:S:1:pos:R:3:forces:R:3:nbo_charge:R:1
O -33.00856 -7.06520 -20.62568 0.163 0.500 0.439 -0.945
S -32.26805 -5.82022 -20.53738 -0.094 -0.168 -0.919 2.126
O -32.64710 -4.71325 -21.39867 -0.389 -0.186 0.777 -0.952
C -32.02371 -5.30097 -18.76932 -0.148 -0.679 -1.608 -0.613
C -30.74761 -6.07655 -18.44985 -0.911 0.160 0.398 -0.417
C -29.81066 -5.76260 -19.60164 1.708 -0.876 0.835 -0.432
C -30.53225 -6.09698 -20.91200 0.662 1.572 0.306 -0.681
H -32.92660 -5.57133 -18.22965 0.021 0.068 0.063 0.245
H -31.86283 -4.22776 -18.85470 -0.054 0.053 0.325 0.231
H -30.43645 -5.82482 -17.43611 0.515 0.051 -0.196 0.235
H -30.97270 -7.14631 -18.44680 -0.026 0.002 0.059 0.220
H -28.87872 -6.32637 -19.47993 -0.273 -0.316 -0.210 0.260
H -29.40611 -4.75099 -19.50854 -0.666 0.292 -0.423 0.213
H -30.26347 -7.01664 -21.42000 -0.384 -0.389 0.474 0.254
H -30.31653 -5.28472 -21.60163 -0.090 -0.112 -0.288 0.252
O -26.62616 -7.17926 -19.18199 -0.124 0.301 0.208 -0.951
S -25.57499 -6.83657 -18.25072 0.208 -0.225 -0.343 2.151
O -25.43560 -5.48866 -17.72722 -0.521 -0.682 -0.012 -0.941
C -25.52932 -8.10389 -16.93795 -0.868 0.697 -0.007 -0.647
C -24.08197 -8.46277 -16.77552 0.921 -0.618 0.684 -0.425
C -23.57663 -8.58040 -18.20593 -0.139 0.382 -1.045 -0.397
C -23.98011 -7.27802 -18.92470 0.481 0.301 1.476 -0.676
H -26.11576 -8.93569 -17.32606 0.018 0.007 -0.030 0.258
H -26.05783 -7.70607 -16.07372 0.169 0.021 0.054 0.253
H -23.52531 -7.78955 -16.11672 -0.083 0.455 -0.469 0.218
H -23.94265 -9.42304 -16.27032 -0.369 -0.075 -0.098 0.229
H -24.11308 -9.44101 -18.61503 0.279 0.006 -0.342 0.209
H -22.50746 -8.67360 -18.39396 0.020 -0.431 0.528 0.227
H -23.85828 -7.18888 -19.99646 -0.361 -0.210 -0.101 0.257
H -23.39686 -6.50501 -18.41312 0.319 0.068 -0.516 0.236
O -29.61130 -8.11390 -15.66700 0.443 -0.095 0.630 -0.936
S -29.01391 -9.14511 -14.83946 -0.999 -0.847 -1.347 2.138
O -27.87405 -9.87082 -15.39692 -0.431 0.756 1.038 -0.947
C -28.77798 -8.57570 -13.12743 0.953 0.938 -0.873 -0.659
C -29.41612 -9.58852 -12.19539 -1.750 0.067 -0.226 -0.416
C -29.71429 -10.84293 -13.02231 1.374 -1.110 -0.663 -0.409
C -30.24563 -10.38982 -14.40400 0.439 0.411 1.408 -0.659
H -29.22209 -7.58052 -13.10859 -0.255 -0.142 0.065 0.257
H -27.70374 -8.37419 -13.09475 0.050 -0.487 0.514 0.250
H -28.95437 -9.73433 -11.22358 0.515 -0.213 -0.258 0.239
H -30.42144 -9.22042 -11.95110 0.180 0.345 0.114 0.208
H -30.33009 -11.60599 -12.55047 -0.342 0.383 0.176 0.231
H -28.76064 -11.35945 -13.19464 -0.052 -0.034 -0.090 0.215
H -31.20081 -9.89825 -14.21858 -0.084 0.096 -0.511 0.231
H -30.28255 -11.14490 -15.18031 -0.022 -0.039 0.004 0.261
```
Positions in Å, forces in eV/Å.



Formula: C25H37N3O11P2S
Source: the OMol25 dataset
Level of theory: ωB97M-V with the def2-TZVPD basis set

The SMILES is CCc1cc(P(=N)(O)O)cc2c1Nc1cc(CP(=O)(O)O)c(C)c(N=C(C)C)c1S2.COC(=O)OC.COC(=O)OC. The total energy is -82935.2319 eV. The value obtained for the HOMO energy is -7.8 eV.

```
79
Properties=species:S:1:pos:R:3:forces:R:3:lowdin_charge:R:1
C 0.37787 -5.38944 2.05917 -0.139 0.326 -0.550 -0.080
C 0.99190 -5.20931 0.63563 -0.365 0.333 0.995 -0.184
C -0.04257 -4.58798 -0.28116 0.874 -0.621 0.153 -0.178
C -0.67248 -5.41435 -1.17796 -0.293 -0.412 -0.392 -0.037
C -1.64169 -4.94000 -2.05350 -0.249 -1.125 0.106 -0.265
P -2.36920 -6.09274 -3.21975 -0.702 0.807 -1.211 0.505
N -3.11026 -5.42857 -4.41709 0.439 -0.104 0.148 -0.172
O -3.39257 -6.99549 -2.36273 1.175 -0.219 -0.176 -0.141
O -1.15414 -7.05731 -3.74523 -0.430 0.177 0.791 -0.167
C -1.99624 -3.61273 -2.00491 -0.397 0.263 -0.483 -0.094
C -1.36628 -2.79493 -1.09979 0.049 1.729 0.439 -0.422
C -0.38515 -3.23420 -0.23481 0.236 -0.780 0.448 -0.202
N 0.26735 -2.40708 0.71464 -0.058 0.356 -1.441 0.121
C 0.52930 -1.06920 0.27116 0.524 -0.168 0.446 -0.238
C 1.72841 -0.51459 0.65165 0.594 -0.153 0.374 0.014
C 2.08219 0.77828 0.29933 0.127 -0.494 0.281 -0.219
C 3.44881 1.25768 0.75987 0.205 0.261 -0.470 -0.164
P 3.43001 2.61789 1.98253 -0.177 0.220 1.340 0.448
O 2.34690 2.55701 2.95186 -0.435 -0.215 -0.032 -0.245
O 4.83993 2.49210 2.79644 -0.230 -0.162 -1.576 -0.156
O 3.44317 4.08717 1.31494 0.663 -0.748 -0.381 -0.134
C 1.19406 1.51131 -0.46329 0.307 1.393 -0.652 -0.162
C 1.55658 2.92075 -0.90351 -0.077 -0.336 -0.058 -0.023
C -0.03024 0.98223 -0.87329 0.818 0.946 0.564 -0.254
N -0.89159 1.78991 -1.64523 -0.664 -1.430 0.353 0.126
C -2.07167 1.97444 -1.18345 -0.153 0.433 -0.715 -0.408
C -3.13574 2.39644 -2.17640 0.112 0.730 0.291 -0.033
C -2.52768 1.87674 0.25234 -0.162 -0.035 -0.046 -0.039
C -0.32487 -0.31729 -0.50133 -1.547 -1.029 -0.479 -0.361
S -1.85907 -1.07741 -1.01897 -0.024 -0.036 0.045 1.071
H 0.91476 -6.14656 2.63651 -0.101 0.198 -0.005 0.070
H 0.33479 -4.43949 2.60348 0.151 -0.217 -0.017 0.068
H -0.66605 -5.68993 1.90839 0.226 -0.222 0.261 0.081
H 1.29282 -6.20580 0.30133 -0.035 0.306 -0.346 0.109
H 1.89104 -4.57674 0.68937 -0.014 -0.322 -0.038 0.104
H -0.41483 -6.47023 -1.22776 0.119 0.177 0.118 0.119
H -2.72582 -5.73161 -5.30609 -0.300 0.245 -0.086 -0.029
H -3.81087 -7.55457 -3.03915 -0.305 0.024 0.305 0.080
H -0.76224 -6.56306 -4.47854 0.174 -0.234 0.030 0.074
H -2.74225 -3.18182 -2.66760 0.107 -0.238 -0.027 0.110
H 1.18564 -2.81910 0.84777 -0.221 -0.030 0.581 0.100
H 2.41801 -1.12490 1.23697 -0.117 0.161 -0.021 0.126
H 3.94592 0.42231 1.26882 -0.122 0.246 0.083 0.096
H 4.09478 1.48018 -0.10595 -0.166 0.190 0.172 0.106
H 5.57539 2.38136 2.17422 0.139 -0.015 0.331 0.085
H 4.11194 4.17317 0.62001 -0.151 0.214 0.014 0.085
H 0.84773 3.33633 -1.62270 0.001 -0.250 0.143 0.074
H 2.52835 2.87773 -1.41723 -0.035 0.293 0.323 0.085
H 1.57538 3.58485 -0.03655 0.206 0.044 -0.245 0.072
H -3.73851 1.54048 -2.50070 0.129 0.029 0.236 0.086
H -3.80278 3.13789 -1.71758 -0.034 -0.216 -0.180 0.079
H -2.68186 2.83936 -3.06734 0.026 -0.158 0.167 0.082
H -2.88049 2.87130 0.56062 0.019 -0.159 -0.190 0.092
H -3.39632 1.20775 0.30193 0.207 0.062 0.159 0.083
H -1.75834 1.57986 0.96764 -0.059 -0.168 -0.245 0.086
C 9.70567 2.77589 7.24467 0.229 -0.084 0.105 -0.047
O 8.73257 3.73255 6.82791 0.022 0.022 0.001 0.000
C 7.60623 3.19482 6.34901 -0.069 0.123 -0.016 -0.625
O 7.37578 2.01734 6.25201 0.056 -0.013 -0.005 0.122
O 6.79158 4.18537 5.99971 0.016 0.075 0.055 0.007
C 5.53159 3.75474 5.46496 -0.214 0.005 -0.017 -0.029
H 10.56483 3.33278 7.60978 -0.111 0.158 -0.047 0.092
H 9.31667 2.15767 8.05240 -0.047 -0.076 -0.106 0.097
H 10.01822 2.15412 6.40683 -0.108 -0.076 0.040 0.096
H 4.97710 3.17985 6.20520 0.088 -0.095 -0.037 0.105
H 5.67348 3.17371 4.56048 0.050 -0.018 0.305 0.058
H 4.96084 4.64684 5.21983 0.192 0.116 0.074 0.099
C -8.43287 0.73128 -2.88180 -0.143 -0.224 0.135 -0.040
O -7.39300 1.66656 -3.17321 0.046 0.023 0.014 -0.001
C -7.65491 2.47247 -4.20352 0.074 -0.024 0.056 -0.623
O -8.65579 2.46589 -4.86950 0.000 0.008 0.002 0.127
O -6.61099 3.28700 -4.36577 0.054 0.001 0.042 -0.002
C -6.75124 4.21356 -5.44331 0.073 0.213 -0.181 -0.041
H -8.10128 0.14012 -2.03227 0.167 0.115 -0.015 0.093
H -9.35233 1.24963 -2.61419 -0.013 0.007 -0.136 0.098
H -8.60211 0.06827 -3.72869 -0.074 0.103 -0.040 0.099
H -7.60309 4.87117 -5.27712 -0.070 -0.108 -0.057 0.098
H -6.85390 3.68832 -6.39159 -0.135 -0.005 0.040 0.098
H -5.84425 4.81193 -5.46883 0.053 -0.115 0.157 0.092
```
Positions in Å, forces in eV/Å.



Formula: C10H16O4S
Source: the OMol25 dataset
Level of theory: ωB97M-V with the def2-TZVPD basis set

The SMILES is C#C[C@@H]1COC[C@H]1CCCCS(=O)(=O)O. The total energy is -29646.9400 eV. The value obtained for the relative energy (zero: lowest compared OMol25 entry of this formula, charge and spin) is 160.6 kcal/mol. The value obtained for the HOMO energy is -10.0 eV.

```
31
Properties=species:S:1:pos:R:3:forces:R:3:nbo_charge:R:1
C 0.76246 -0.30297 3.36481 -5.652 0.870 -3.511 -0.296
C -0.41046 -0.11569 2.77202 6.492 -0.812 1.431 -0.038
C -1.50522 0.08277 1.57336 1.499 -0.628 2.731 -0.286
C -3.01468 0.25053 2.13274 0.675 0.221 -2.016 -0.065
O -3.78089 -0.44399 1.07346 0.305 -0.845 -0.118 -0.566
C -2.97561 -1.02399 -0.01748 1.976 0.183 1.366 -0.071
C -1.46036 -1.21617 0.59500 -1.260 2.234 -1.525 -0.240
C -0.54692 -0.93448 -0.71512 1.248 -1.463 0.677 -0.409
C 0.99011 -1.48997 -0.52841 -0.370 0.392 -0.562 -0.420
C 1.98661 -0.59945 -1.47418 -0.527 0.089 -0.118 -0.422
C 2.45840 0.77391 -0.72457 -1.062 -0.893 0.499 -0.624
S 2.57585 2.21547 -1.94389 4.454 1.744 -4.449 2.143
O 3.77443 3.09700 -1.66475 -3.971 -2.270 0.603 -0.881
O 2.71470 1.69120 -3.37673 -1.767 0.828 4.554 -0.891
O 1.21225 3.23637 -1.82797 0.728 -2.475 0.458 -0.841
H 1.83620 -0.49202 3.76005 -2.774 0.472 -0.637 0.277
H -1.22868 1.07893 1.06802 -0.244 -1.792 0.463 0.238
H -3.30854 1.36779 1.98994 0.479 -1.911 0.854 0.193
H -3.21160 -0.15112 3.20941 0.295 0.560 -2.181 0.212
H -3.31933 -2.07365 -0.39331 -0.048 2.268 0.665 0.215
H -2.80294 -0.21503 -0.84233 -0.895 -1.652 1.148 0.174
H -1.25107 -2.23973 1.09743 -0.384 1.994 -0.734 0.246
H -0.46813 0.18132 -1.00343 -0.590 -1.694 0.571 0.190
H -1.02220 -1.55934 -1.57618 0.875 1.396 1.256 0.221
H 1.29759 -1.44760 0.59197 -0.481 -0.171 -1.984 0.224
H 0.96540 -2.58220 -0.92398 0.383 1.837 0.918 0.223
H 1.33824 -0.27900 -2.38113 1.348 -0.645 1.295 0.231
H 2.89603 -1.21177 -1.86023 -1.607 1.259 0.736 0.240
H 3.49721 0.66720 -0.20916 -1.939 0.556 -1.049 0.284
H 1.62146 1.05014 0.03684 1.678 -0.279 -1.124 0.249
H 0.37969 2.68553 -1.80220 1.135 0.624 -0.217 0.492
```
Positions in Å, forces in eV/Å.